DFT (the ωB97M-V functional and the def2-TZVPD basis) results for C28H49BrNO3P3Pt as an isolated structure.

Calculated values
Kohn-Sham gap (spin up / spin down)	6.5 / 5.7	eV
⟨S²⟩	2.06
HOMO energy (spin up / spin down)	-0.478 / -0.515	hartree
spin multiplicity	3
total charge	+2

Each line ends with the Mulliken charge.
Positions of all 86 atoms, in Å:
1 N -5.971 -2.025 3.717  -0.518
2 C -4.949 -1.346 4.251  -0.571
3 C -4.408 -0.212 3.636  -0.145
4 C -4.989 0.264 2.436  0.701
5 C -6.055 -0.487 1.884  -0.470
6 C -6.506 -1.624 2.564  -0.397
7 C -4.518 1.443 1.749  -0.314
8 Pt 0.606 0.751 -1.027  1.764
9 P 3.194 0.483 -1.526  0.512
10 C -4.759 1.736 0.424  -0.555
11 C -3.708 2.337 -0.357  0.397
12 C -3.454 1.940 -1.700  -0.929
13 C -2.133 1.627 -2.016  -0.426
14 C -1.171 1.783 -0.992  -0.812
15 C -1.377 2.725 0.022  0.376
16 C -2.687 3.063 0.310  -0.820
17 Br 0.943 1.672 -3.335  -0.483
18 H -3.886 2.106 2.357  0.406
19 H -5.646 1.381 -0.118  0.498
20 H -3.540 0.268 4.090  0.403
21 H -6.527 -0.178 0.950  0.292
22 H -4.550 -1.718 5.196  0.382
23 H -7.327 -2.193 2.135  0.384
24 H -4.268 1.749 -2.387  0.491
25 H -2.946 3.724 1.126  0.709
26 H -1.852 1.238 -2.998  0.568
27 H -0.513 3.099 0.565  0.880
28 P -0.423 -1.411 -0.975  0.072
29 C 3.724 2.172 -1.008  -0.212
30 C 4.916 2.823 -1.701  -1.468
31 H 3.918 2.087 0.078  0.154
32 H 2.828 2.803 -1.126  0.206
33 H 5.102 3.792 -1.216  0.433
34 H 5.839 2.232 -1.610  0.285
35 H 4.714 3.038 -2.756  0.348
36 C 3.457 -0.097 -3.256  -0.209
37 C 4.396 0.635 -4.209  -1.192
38 H 2.434 -0.069 -3.689  0.064
39 H 3.754 -1.155 -3.175  0.474
40 H 3.958 0.595 -5.217  0.409
41 H 4.563 1.688 -3.957  0.075
42 H 5.364 0.123 -4.272  0.386
43 C 4.338 -0.671 -0.676  -0.222
44 C 5.805 -0.453 -1.052  -1.306
45 H 4.030 -1.681 -0.987  0.322
46 H 4.176 -0.594 0.406  0.137
47 H 6.351 -1.402 -0.953  0.384
48 H 5.933 -0.111 -2.089  0.209
49 H 6.289 0.274 -0.388  0.345
50 C 0.246 -2.752 0.097  0.098
51 C 1.680 -3.173 -0.164  -1.151
52 H -0.444 -3.597 -0.048  0.731
53 H 0.140 -2.411 1.134  -0.621
54 H 1.904 -4.041 0.467  0.495
55 H 1.850 -3.462 -1.207  0.321
56 H 2.394 -2.386 0.106  0.007
57 C -0.401 -2.218 -2.610  -0.519
58 C -1.004 -1.440 -3.772  -1.003
59 H -0.944 -3.165 -2.449  0.486
60 H 0.653 -2.451 -2.814  0.295
61 H -0.916 -2.055 -4.675  0.474
62 H -2.071 -1.218 -3.616  0.271
63 H -0.469 -0.500 -3.948  0.129
64 C -2.198 -1.232 -0.486  0.689
65 C -2.813 -2.280 0.441  -1.228
66 H -2.747 -1.199 -1.444  0.712
67 H -2.307 -0.232 -0.046  -1.042
68 H -3.882 -2.054 0.550  0.354
69 H -2.708 -3.298 0.040  0.410
70 H -2.367 -2.236 1.443  0.104
71 C -0.318 -1.050 3.220  -1.013
72 O -0.403 -0.441 1.885  0.649
73 P 0.719 0.543 1.215  -0.232
74 O 0.542 1.907 2.044  -0.290
75 C -0.067 2.040 3.370  -0.425
76 O 2.156 -0.052 1.702  -0.370
77 C 3.047 0.753 2.540  -0.968
78 H -0.466 -2.132 3.105  0.411
79 H -1.136 -0.621 3.817  0.160
80 H 0.658 -0.848 3.694  0.385
81 H 0.087 3.084 3.640  0.313
82 H -1.145 1.834 3.325  -0.062
83 H 0.451 1.376 4.079  0.343
84 H 2.884 1.840 2.408  0.413
85 H 2.852 0.452 3.585  0.292
86 H 4.071 0.497 2.242  0.361

Force components x, y, z for each atom (eV/Å):
N 0.007 -0.154 0.144
C -0.142 0.315 -0.750
C -0.199 0.026 -0.088
C -0.968 -0.703 0.041
C 0.263 -0.127 0.455
C 0.456 0.786 -0.252
C 0.139 0.269 0.489
Pt 1.611 0.269 -0.584
P -0.844 -0.705 0.554
C -0.057 0.705 -1.125
C -1.075 0.428 0.839
C 0.928 -0.616 -0.259
C -1.290 0.484 0.107
C 1.082 -0.469 -0.719
C -1.061 0.737 0.116
C 1.526 -0.496 0.386
Br -0.850 0.621 0.533
H 0.268 -0.437 -0.556
H 0.667 -0.444 0.248
H -0.312 0.120 -0.125
H 0.048 -0.177 0.345
H -0.111 0.078 -0.271
H 0.111 -0.096 0.295
H -0.029 -0.208 0.062
H 0.044 -0.037 0.106
H -0.180 0.025 0.478
H -0.495 0.141 -0.043
P -0.281 -0.695 -0.135
C -0.224 0.051 -0.213
C 0.379 0.448 0.081
H -0.131 -0.102 -0.354
H 0.342 -0.132 0.047
H 0.009 -0.251 -0.126
H -0.383 0.196 -0.151
H 0.090 -0.036 0.425
C -0.850 -0.145 -0.317
C 0.280 0.105 -0.507
H 0.964 -0.361 0.286
H -0.078 0.325 0.162
H 0.193 0.093 0.250
H -0.110 -0.525 -0.222
H -0.150 0.291 0.079
C -0.345 -0.084 0.301
C 0.429 -0.056 -0.038
H 0.002 0.323 0.141
H 0.107 -0.161 -0.266
H -0.105 0.305 0.006
H -0.036 -0.145 0.349
H -0.128 -0.114 -0.209
C -0.255 0.278 0.209
C 0.308 -0.092 0.036
H 0.174 0.191 0.031
H -0.014 -0.321 -0.429
H 0.027 0.128 -0.204
H 0.008 0.005 0.182
H -0.252 -0.121 -0.070
C -0.112 -0.110 0.145
C -0.115 0.016 -0.188
H 0.247 0.135 -0.151
H -0.247 -0.046 0.020
H -0.117 0.206 0.122
H 0.308 -0.102 -0.058
H -0.149 -0.255 0.023
C -0.065 0.248 -0.327
C 0.055 -0.080 -0.006
H 0.132 -0.005 0.306
H 0.024 -0.298 -0.022
H 0.228 -0.177 -0.014
H -0.124 0.292 0.194
H -0.078 -0.098 -0.274
C 0.033 0.287 -0.184
O 0.924 0.598 -0.280
P 0.248 -0.371 2.000
O -0.101 -0.357 -0.105
C 0.425 -0.090 -0.306
O -1.021 0.847 -0.151
C -0.072 -0.068 0.285
H 0.090 0.379 0.033
H 0.369 -0.228 -0.181
H -0.434 -0.166 -0.264
H 0.014 -0.154 0.062
H 0.356 -0.103 -0.083
H -0.340 0.377 -0.186
H 0.018 -0.711 0.041
H 0.333 0.287 -0.429
H -0.339 0.017 0.212


DFT (the ωB97M-V functional and the def2-TZVPD basis) results for C28H49GaN2O2P3 as an isolated structure.

Calculated values
Kohn-Sham gap (spin up / spin down)	5.2 / 3.9	eV
HOMO energy (spin up / spin down)	-0.570 / -0.571	hartree
total charge	+3

Each line ends with the Mulliken charge.
Positions of all 85 atoms, in Å:
1 Ga -0.067 -0.473 -0.033  2.085
2 P -0.041 -0.648 -2.379  0.909
3 P 0.135 2.424 -0.425  0.949
4 P -2.570 0.094 0.020  1.086
5 H -0.784 -6.740 6.069  0.304
6 C -1.689 -6.976 5.501  -0.620
7 C -1.662 -7.800 4.446  -0.573
8 H -0.734 -8.281 4.120  0.282
9 C 1.522 -1.387 -2.928  -1.266
10 C -0.283 0.702 -3.576  -1.128
11 C -1.277 -1.902 -2.840  -1.226
12 C 0.038 3.209 1.226  -1.334
13 C 1.800 2.981 -0.946  -1.399
14 C -0.933 3.540 -1.429  -1.305
15 C -3.423 -1.493 0.280  -1.335
16 C -3.539 0.909 -1.300  -1.355
17 C -2.969 1.054 1.521  -1.403
18 H -2.625 -6.524 5.847  0.355
19 H -2.572 -8.049 3.892  0.309
20 H 1.885 -2.105 -2.181  0.342
21 H 2.287 -0.610 -3.066  0.172
22 H 1.340 -1.896 -3.887  0.657
23 H 0.484 1.476 -3.444  0.269
24 H -1.275 1.155 -3.473  0.300
25 H -0.187 0.283 -4.589  0.532
26 H -1.159 -2.790 -2.206  0.245
27 H -1.104 -2.179 -3.889  0.550
28 H -2.294 -1.506 -2.736  0.357
29 H 0.251 4.283 1.150  0.488
30 H 0.782 2.735 1.877  0.190
31 H -0.956 3.058 1.660  0.321
32 H 1.777 4.053 -1.201  0.556
33 H 2.142 2.410 -1.818  0.320
34 H 2.523 2.827 -0.131  0.203
35 H -1.264 4.395 -0.819  0.420
36 H -1.816 2.996 -1.787  0.155
37 H -0.367 3.909 -2.297  0.502
38 H -4.498 -1.325 0.122  0.576
39 H -3.241 -1.855 1.302  0.285
40 H -3.057 -2.253 -0.426  0.287
41 H -4.555 0.493 -1.289  0.506
42 H -3.094 0.724 -2.289  0.277
43 H -3.594 1.991 -1.121  0.445
44 H -3.989 0.818 1.856  0.523
45 H -2.895 2.130 1.316  0.375
46 H -2.256 0.784 2.309  0.306
47 C -0.391 -2.991 1.533  0.133
48 C -0.413 -2.368 2.805  0.216
49 C -1.018 -3.009 3.875  -0.971
50 C -1.591 -4.269 3.703  -0.116
51 C -1.517 -4.917 2.466  -0.529
52 C -0.922 -4.294 1.384  -0.354
53 O 0.104 -2.393 0.455  -0.380
54 H 0.048 -0.086 1.476  -1.241
55 H 0.022 -1.380 2.921  0.493
56 H -1.037 -2.524 4.851  0.424
57 H -2.035 -4.778 4.558  0.387
58 H -1.924 -5.920 2.348  0.401
59 H -0.883 -4.746 0.401  0.482
60 C 6.431 1.582 0.911  -0.967
61 N 5.110 1.001 1.101  0.050
62 N 4.456 0.306 0.138  0.652
63 C 3.217 -0.083 0.634  0.109
64 O 2.301 -0.559 -0.100  -0.506
65 C 3.221 0.310 2.004  -0.434
66 C 4.393 0.995 2.235  0.106
67 C 4.872 1.708 3.437  -1.602
68 C 4.810 0.414 -1.240  -0.257
69 C 4.934 -0.766 -1.976  -0.310
70 C 5.215 -0.690 -3.339  -0.798
71 C 5.339 0.557 -3.955  -0.504
72 C 5.196 1.734 -3.211  -0.964
73 C 4.958 1.666 -1.838  0.584
74 H 6.396 2.663 1.083  0.411
75 H 6.818 1.409 -0.093  0.448
76 H 7.128 1.146 1.630  0.361
77 H 2.395 0.155 2.678  0.586
78 H 5.774 1.248 3.864  0.390
79 H 5.090 2.765 3.241  0.389
80 H 4.084 1.661 4.192  0.385
81 H 4.829 -1.712 -1.451  0.513
82 H 5.343 -1.606 -3.913  0.479
83 H 5.523 0.617 -5.030  0.452
84 H 5.291 2.708 -3.691  0.467
85 H 4.882 2.573 -1.236  0.516

Force components x, y, z for each atom (eV/Å):
Ga -0.788 1.241 0.771
P 0.554 -0.909 -0.811
P 0.060 0.211 0.160
P 0.045 -0.165 0.256
H -0.338 -0.143 -0.169
C 0.052 -0.252 -0.345
C 0.014 0.257 0.314
H -0.337 0.175 0.129
C 0.161 -0.175 -0.108
C -0.125 0.332 0.295
C -0.034 0.002 -0.019
C 0.072 -0.125 0.013
C 0.255 0.147 -0.105
C -0.206 -0.101 -0.145
C -0.162 -0.151 -0.066
C -0.009 -0.112 -0.207
C 0.014 -0.064 -0.008
H 0.292 -0.236 -0.060
H 0.291 0.034 0.232
H -0.120 0.134 -0.279
H -0.206 -0.177 0.073
H 0.174 0.142 0.276
H -0.207 -0.185 -0.016
H 0.253 -0.050 -0.048
H -0.030 0.011 0.332
H -0.027 0.217 -0.164
H -0.136 0.033 0.263
H 0.175 -0.131 -0.030
H -0.071 -0.213 0.071
H -0.184 0.113 0.003
H 0.267 0.108 -0.024
H 0.126 -0.349 0.120
H -0.034 0.186 0.132
H -0.186 0.024 -0.175
H 0.140 -0.239 -0.285
H 0.242 0.316 0.025
H -0.274 -0.075 0.242
H 0.217 -0.290 0.185
H -0.088 0.110 -0.258
H -0.210 0.231 0.194
H 0.222 0.213 -0.067
H -0.258 0.106 0.281
H 0.018 -0.330 -0.077
H 0.237 0.128 -0.082
H -0.057 -0.316 0.075
H -0.188 0.100 -0.086
C 0.942 1.164 -2.125
C -0.382 0.195 1.396
C 0.662 1.180 -0.430
C -0.043 -0.390 0.511
C 0.221 -0.223 -1.275
C -0.654 -0.906 0.607
O -1.043 -1.278 1.149
H 0.281 0.585 -0.105
H -0.073 -0.332 0.026
H -0.024 -0.164 -0.260
H 0.013 0.137 -0.350
H 0.040 0.227 0.118
H 0.034 -0.092 0.077
C 0.666 0.270 -0.027
N -0.145 -0.863 -1.580
N 1.086 0.878 -0.448
C -2.001 -0.729 -1.200
O 2.323 0.892 1.269
C -0.068 0.319 0.500
C -0.790 0.105 0.962
C -0.027 0.017 0.660
C 0.061 -0.317 -0.819
C 0.081 0.179 0.122
C -0.009 0.069 0.167
C -0.204 0.040 -0.017
C 0.154 -0.095 0.193
C -0.099 0.099 -0.104
H -0.165 -0.166 0.013
H -0.302 -0.148 0.140
H -0.168 -0.058 0.080
H 0.107 -0.027 0.104
H -0.197 0.068 -0.166
H -0.046 -0.229 -0.080
H 0.197 0.057 -0.021
H 0.041 0.028 -0.232
H -0.035 0.223 0.110
H 0.022 -0.021 0.382
H 0.011 -0.283 0.114
H -0.070 -0.190 -0.264


For each record above, in turn, the calculated energy values are -138605.14634 -117122.38983 eV.
For each record above, in turn, the calculated max |F| values are 2.05 2.79 eV/A.